(P)
19
Properties=species:S:1:pos:R:3:mulliken_charge:R:1 method="wB97M-V/def2-TZVPD" spin_multiplicity=1 e_homo_ev=-7.96
N -0.68812 -1.45962 -1.03449 -0.60
C 0.13261 -0.52837 -0.38330 -0.61
C 0.90300 -0.64047 0.69949 -0.09
N 1.43126 0.59213 1.21473 -0.52
H -1.63310 -1.08816 -0.88836 0.38
H -0.55704 -2.35887 -0.61378 0.22
H -0.00583 0.48696 -0.75854 0.55
H 1.34065 -1.59930 0.96100 0.26
H 2.03800 0.99185 0.51002 0.19
H 1.88929 0.66232 2.10899 0.24
O 2.62459 -0.08642 -2.13201 -0.63
H 1.73218 -0.41768 -1.97362 0.35
H 2.85825 -0.36318 -3.02569 0.31
O -1.33962 1.62603 1.61125 -0.74
H -1.67227 1.39055 2.48273 0.32
H -0.38118 1.42235 1.62823 0.36
O -2.85934 0.07454 -0.27425 -0.69
H -2.35560 0.52711 0.43723 0.41
H -3.45772 0.76823 -0.56963 0.31

***

(Q)
19
Properties=species:S:1:pos:R:3:mulliken_charge:R:1 method="wB97M-V/def2-TZVPD" spin_multiplicity=1 e_homo_ev=-9.56
H 0.12646 0.81398 1.81332 0.21
N 0.13038 1.15758 0.85680 -0.66
C 1.31118 1.20997 0.47395 -0.04
N 1.62208 1.87055 -0.65267 -0.17
C 2.93311 2.08205 -1.07180 -0.82
H 2.14503 0.61525 0.97859 0.31
H 0.95387 1.70530 -1.42078 0.27
H 3.11889 2.87720 -1.82319 0.29
H 3.59850 1.18167 -1.38360 0.28
H 3.45147 2.43763 -0.12861 0.30
O -4.21098 -3.20638 -0.18112 -0.66
H -3.43832 -2.89316 -0.74070 0.33
H -3.61608 -3.39554 0.55616 0.32
O -0.93187 -0.18122 -1.21609 -0.75
H -1.84602 0.12708 -1.43563 0.33
H -0.60866 0.42867 -0.43686 0.44
O -1.75767 -2.56100 1.68195 -0.58
H -1.99638 -1.68112 1.92424 0.31
H -0.98499 -2.58850 2.20602 0.28

***

Stability, lowest: (Q)

***

(P)
19
Properties=species:S:1:pos:R:3:mulliken_charge:R:1 method="wB97M-V/def2-TZVPD" spin_multiplicity=1 e_homo_ev=-9.33
C 0.37958 -1.11217 -1.49157 -0.85
N -0.85985 -0.37836 -2.13006 -0.60
C -1.81018 0.02625 -1.23367 0.10
N -1.85714 -0.06568 0.14859 -0.35
H 1.06168 -1.18144 -2.35630 0.29
H 0.92781 -0.68007 -0.68231 0.24
H 0.09603 -2.00707 -1.05613 0.43
H -2.70576 0.43492 -1.64118 0.35
H -1.00054 0.21105 0.61158 0.22
H -2.82667 0.04263 0.44879 0.24
O 4.47750 -1.28858 1.65294 -0.65
H 5.00541 -0.44918 1.50001 0.33
H 3.60761 -0.98559 1.32699 0.32
O 0.22678 2.14022 -1.90028 -0.74
H -0.29086 1.26490 -2.00960 0.35
H 0.15499 2.44646 -2.87559 0.30
O -1.37730 0.42978 3.77106 -0.64
H -2.02687 0.65100 4.59302 0.33
H -1.01612 -0.37519 4.17274 0.32

***

(Q)
19
Properties=species:S:1:pos:R:3:mulliken_charge:R:1 method="wB97M-V/def2-TZVPD" spin_multiplicity=1 e_homo_ev=-8.99
H 0.10930 3.60737 -1.11200 0.20
N 0.04580 2.71283 -0.58965 -0.67
C -0.32847 1.57981 -1.20379 0.10
N -0.25105 0.39230 -0.53357 -0.18
C -1.28720 -0.62086 -0.80561 -0.89
H -0.61851 1.45595 -2.22332 0.38
H -0.11773 0.36658 0.43534 0.26
H -1.46222 -1.20913 0.06100 0.35
H -2.24431 -0.07016 -1.18380 0.26
H -1.01598 -1.34817 -1.58753 0.28
O 6.37819 -1.61374 0.70054 -0.60
H 6.46728 -2.49674 0.51947 0.30
H 5.62464 -1.30665 1.03891 0.30
O -4.64128 -1.63272 -0.04523 -0.64
H -4.96048 -2.47310 0.42304 0.32
H -4.59447 -0.93209 0.61748 0.32
O 1.20526 0.99765 1.86183 -0.74
H 0.51796 0.99268 2.47174 0.30
H 1.17327 1.59819 1.15514 0.34

***

Stability, lowest: (P)